No. 1
The following is a quantum chemistry calculation of a 2-piece molecular cluster, CH4O3 overall at a distorted geometry, from OMol25.

Its structure (SMILES) is O=CO.O. The calculation puts the relative energy (zero: lowest compared OMol25 entry of this formula, charge and spin) at 0.9000 eV. The gap between HOMO and LUMO comes out at 11.60 eV.

Each line ends with the Mulliken charge.
Cartesian coordinates (Å):
O 1.12 1.47 0.48  -0.4621
C 1.05 0.48 1.17  0.2754
O 0.20 0.41 2.22  -0.4111
H 1.99 -0.21 1.19  0.2721
H -0.12 1.33 2.24  0.3247
O -1.00 -1.22 -2.32  -0.6458
H -1.59 -1.86 -2.74  0.3150
H -1.66 -0.41 -2.23  0.3318

No. 2
The following is a quantum chemistry calculation of a 4-piece molecular cluster, C28H59ClFN4O12S overall at a distorted geometry, from OMol25.

The gap between HOMO and LUMO comes out at 7.25 eV. The charge is +1.

Each line ends with the Mulliken charge.
Cartesian coordinates (Å):
C 9.35 -0.99 -3.25  -1.3983
C 8.38 0.21 -3.07  0.3151
Cl 7.10 0.06 -4.34  -0.1618
C 7.75 0.07 -1.63  -0.9300
C 6.28 0.38 -1.63  0.2835
N 5.25 -0.39 -1.29  -0.3234
C 4.05 0.24 -1.39  0.7182
N 2.84 -0.19 -1.13  0.3034
C 2.78 -1.58 -0.61  -0.9302
C 2.65 -2.65 -1.74  -0.4258
O 3.93 -2.90 -2.33  -0.4918
C 1.58 0.55 -1.31  -0.8123
C 0.29 -0.31 -1.31  -0.4019
O -0.70 0.46 -2.06  -0.3864
C -1.42 1.28 -1.24  0.0791
O -0.95 2.02 -0.44  -0.4072
N 4.38 1.50 -1.83  -0.0334
S 3.55 2.96 -2.18  -0.1072
N 5.73 1.54 -1.97  0.3263
F 6.36 2.65 -2.38  -0.2368
H 9.98 -0.86 -4.14  0.3657
H 8.77 -1.92 -3.41  0.3823
H 9.96 -1.10 -2.33  0.3657
H 8.94 1.15 -3.14  0.4056
H 7.94 -0.92 -1.21  0.3774
H 8.27 0.80 -0.97  0.3425
H 2.00 -1.70 0.16  0.4307
H 3.72 -1.85 -0.09  0.4770
H 2.18 -3.57 -1.38  0.3166
H 2.02 -2.28 -2.58  0.2794
H 3.90 -2.54 -3.23  0.2700
H 1.51 1.34 -0.54  0.3491
H 1.62 1.03 -2.31  0.4809
H 0.36 -1.27 -1.83  0.1655
H -0.10 -0.39 -0.28  0.3681
H -2.52 1.26 -1.34  0.3978
H 3.24 2.85 -3.51  0.2119
C -1.01 -4.79 -6.70  -0.8055
O 0.37 -4.87 -6.96  -0.2406
C 0.68 -5.58 -8.16  -0.5592
C 1.85 -4.95 -8.89  -0.2820
O 1.57 -3.71 -9.51  -0.4697
C 1.36 -2.58 -8.67  -0.3353
C 2.58 -2.11 -7.91  -0.5973
O 2.89 -2.98 -6.84  -0.2066
C 4.27 -3.11 -6.59  -0.7916
H -1.40 -5.76 -6.36  0.3263
H -1.16 -4.05 -5.92  0.2089
H -1.56 -4.46 -7.59  0.3730
H -0.18 -5.61 -8.83  0.3628
H 0.94 -6.61 -7.88  0.3784
H 2.13 -5.63 -9.70  0.4141
H 2.73 -4.88 -8.24  0.0709
H 0.51 -2.75 -8.00  0.1130
H 1.06 -1.77 -9.35  0.4143
H 2.39 -1.11 -7.49  0.3622
H 3.43 -2.04 -8.61  0.3842
H 4.82 -3.31 -7.51  0.4007
H 4.42 -3.96 -5.92  0.2395
H 4.65 -2.20 -6.10  0.2355
C -2.25 0.43 5.68  -0.8795
O -2.97 0.34 4.47  -0.2772
C -2.19 0.65 3.33  -0.7164
C -2.55 -0.24 2.15  0.5277
O -2.12 -1.59 2.27  -0.4161
C -2.78 -2.41 3.24  -0.3568
C -4.23 -2.72 2.91  -0.5563
O -5.05 -1.59 3.15  -0.2379
C -6.14 -1.49 2.25  -0.8170
H -2.09 1.48 5.95  0.3081
H -2.85 -0.05 6.46  0.2364
H -1.30 -0.10 5.62  0.4662
H -1.12 0.54 3.54  0.4146
H -2.39 1.70 3.06  0.3717
H -2.02 0.15 1.28  -0.3745
H -3.61 -0.19 1.92  0.1440
H -2.67 -2.00 4.24  0.0926
H -2.23 -3.36 3.23  0.4014
H -4.58 -3.53 3.57  0.4214
H -4.30 -3.05 1.87  0.3462
H -5.80 -1.61 1.21  0.3605
H -6.57 -0.50 2.35  0.2374
H -6.90 -2.24 2.48  0.3181
C -5.81 2.30 6.79  -0.5533
O -5.49 3.40 7.62  -0.3056
C -4.24 3.27 8.28  -0.1632
C -3.52 4.61 8.36  -0.3741
O -3.00 5.08 7.12  -0.4839
C -3.94 5.52 6.14  -0.2374
C -4.69 6.79 6.50  -0.6011
O -5.68 6.53 7.49  -0.2624
C -5.87 7.60 8.39  -0.8101
H -6.09 1.44 7.40  0.3318
H -6.65 2.59 6.17  0.2826
H -4.97 2.05 6.14  0.1103
H -3.60 2.55 7.76  -0.0130
H -4.43 2.90 9.29  0.3996
H -2.64 4.46 9.00  0.4325
H -4.13 5.36 8.84  0.1147
H -4.62 4.72 5.86  0.0843
H -3.34 5.74 5.25  0.4079
H -5.20 7.18 5.61  0.3977
H -3.97 7.54 6.86  0.3462
H -4.91 7.96 8.78  0.3637
H -6.46 7.23 9.22  0.2363
H -6.41 8.42 7.90  0.3204

No. 3
The following is a quantum chemistry calculation of a 2-piece molecular cluster, C5H11O overall at a distorted geometry, from OMol25.

The calculation puts the relative energy (zero: lowest compared OMol25 entry of this formula, charge and spin) at 1.1487 eV. The gap between HOMO and LUMO comes out at 7.81 eV. The charge is +1.

Each line ends with the Mulliken charge.
Cartesian coordinates (Å):
C 1.02 2.93 -2.24  -0.0876
C -1.06 0.28 0.75  -1.3966
C 0.18 -1.55 1.76  -1.2230
C 0.34 -1.15 -0.76  -1.2794
C -0.09 -0.92 0.56  1.2840
O 0.82 2.07 -1.47  -0.3795
H 1.13 2.78 -3.34  0.1972
H 1.26 4.00 -2.10  0.2342
H -1.38 0.44 1.72  0.4372
H -0.50 1.15 0.54  0.4369
H -1.80 0.28 0.05  0.4601
H 0.28 -0.80 2.53  0.4100
H -0.77 -2.05 2.12  0.3779
H 1.00 -2.37 1.68  0.3575
H -0.55 -1.09 -1.50  0.3566
H 0.76 -0.27 -1.15  0.3779
H 0.93 -1.96 -1.02  0.4364

No. 4
The following is a quantum chemistry calculation of a 2-piece molecular cluster, C8H8ClN3O2S overall at a distorted geometry, from OMol25.

The calculation puts the relative energy (zero: lowest compared OMol25 entry of this formula, charge and spin) at 1.7881 eV. The gap between HOMO and LUMO comes out at 8.95 eV.

Each line ends with the Mulliken charge.
Cartesian coordinates (Å):
C 1.66 -1.51 2.12  -0.4388
C 1.14 -2.62 1.51  -0.6732
C 1.31 -0.22 1.70  -0.3681
C 0.59 -2.38 0.25  -0.0667
C 0.62 -0.12 0.51  0.6969
C -0.38 3.23 -0.17  -0.8175
C -0.35 2.61 -1.44  -0.0152
C 0.04 2.27 0.70  0.1236
N 0.42 -1.17 -0.25  -0.3820
N 0.31 1.15 0.01  0.5245
N -0.01 1.33 -1.27  -0.9356
O -2.18 -2.68 -1.85  -0.5001
O -1.21 -0.50 -2.65  -0.5224
S -1.91 -1.34 -1.49  0.8285
Cl -3.91 -0.45 -1.38  -0.3819
H 2.13 -1.51 3.16  0.3048
H 1.30 -3.65 1.93  0.3323
H 1.77 0.75 1.90  0.3382
H 0.31 -3.05 -0.59  0.4088
H -0.64 4.38 -0.06  0.2735
H -0.61 3.18 -2.41  0.3462
H -0.64 0.07 -2.08  0.6517
H 0.24 2.20 1.85  0.2726

Summary of HOMO in eV
-10.89; -10.14; -13.59; -9.04
(order as listed above)
Summary of calculated total energy in eV
-7243.75124; -86581.96596; -7401.10256; -40346.36424
(order as listed above)